[1]
25
Properties=species:S:1:pos:R:3 method="wB97M-V/def2-TZVPD" max_force_ev_per_a=1.0 charge=+1 spin_multiplicity=1 de_lowest_ev=0.000 gap_ha="0.2335 / 0.2335"
Os -0.61 -0.44 0.24
Cl 0.92 -2.32 -0.45
C 1.20 -1.15 -1.72
C 0.39 -0.07 -1.46
C 0.36 0.98 -2.36
Cl -0.69 2.31 -2.08
C 1.21 0.93 -3.47
Cl 1.23 2.24 -4.57
C 2.03 -0.18 -3.69
Cl 3.06 -0.23 -5.06
C 2.03 -1.27 -2.81
Cl 2.99 -2.67 -3.03
O -2.26 0.62 0.82
S -2.99 -0.66 0.25
O -4.36 -0.77 0.52
O -2.03 -1.70 0.91
O -2.41 -0.67 -1.12
N 0.87 0.43 4.36
C 0.13 0.56 3.27
N -1.12 0.94 3.35
S 0.98 0.22 1.77
H 0.53 0.69 5.27
H 1.82 0.08 4.29
H -1.57 1.06 4.25
H -1.69 1.04 2.52

***

[2]
14
Properties=species:S:1:pos:R:3 method="wB97M-V/def2-TZVPD" max_force_ev_per_a=5.1 charge=+1 spin_multiplicity=1 de_lowest_ev=1.314 gap_ha=0.4296
C -2.05 -0.83 0.25
C -1.07 0.14 -0.39
F -1.04 1.43 0.54
N 0.36 -0.24 -0.24
C 1.30 0.63 0.01
N 2.63 0.34 0.13
H -2.18 -0.68 1.32
H -3.10 -0.73 -0.17
H -1.75 -1.84 0.10
H -1.22 0.77 -1.28
H 0.58 -1.23 -0.36
H 1.02 1.63 0.10
H 3.37 1.07 0.17
H 3.16 -0.44 -0.19

***

[3]
114
Properties=species:S:1:pos:R:3 method="wB97M-V/def2-TZVPD" max_force_ev_per_a=2.1 charge=-1 spin_multiplicity=1 gap_ha=0.2207
O 0.37 -1.91 0.71
C 0.95 -0.59 0.74
C 2.39 -0.65 0.08
C 2.62 0.66 -0.78
C 1.84 0.47 -2.16
Ga 1.16 2.34 -2.76
I -1.40 1.92 -3.42
H 0.19 -2.16 -0.21
H 1.08 -0.20 1.78
H 0.32 0.12 0.13
H 2.45 -1.58 -0.54
H 3.21 -0.68 0.85
H 3.70 0.79 -1.04
H 2.24 1.53 -0.17
H 1.00 -0.28 -2.08
H 2.58 0.03 -2.88
H 1.27 3.44 -1.59
H 2.03 2.75 -4.04
C -1.43 6.12 -0.96
O -1.29 5.15 -0.23
N -1.70 6.01 -2.29
N -1.33 7.40 -0.50
H -1.82 6.80 -2.89
H -1.78 5.08 -2.67
H -1.13 7.52 0.47
H -1.44 8.21 -1.08
C 3.46 1.18 -6.69
O 2.76 1.69 -5.82
N 3.00 0.21 -7.51
N 4.75 1.54 -6.89
H 3.56 -0.23 -8.23
H 2.04 -0.09 -7.39
H 5.13 2.26 -6.30
H 5.34 1.13 -7.59
C -2.61 1.15 3.24
O -3.58 1.69 3.75
N -2.63 -0.14 2.81
N -1.42 1.79 3.06
H -1.84 -0.60 2.39
H -3.49 -0.65 2.92
H -1.36 2.74 3.37
H -0.62 1.36 2.65
C 5.26 -1.98 -10.32
O 5.00 -0.96 -9.70
N 6.49 -2.55 -10.29
N 4.34 -2.62 -11.09
H 6.73 -3.39 -10.80
H 7.19 -2.11 -9.73
H 3.42 -2.22 -11.14
H 4.53 -3.45 -11.61
C -4.67 8.33 -3.64
O -3.77 8.75 -2.91
N -4.76 7.03 -4.01
N -5.64 9.15 -4.13
H -5.48 6.67 -4.61
H -4.05 6.40 -3.67
H -5.60 10.12 -3.87
H -6.38 8.83 -4.72
C -1.38 2.16 7.47
O -1.03 3.30 7.18
N -2.29 1.47 6.75
N -0.88 1.49 8.55
H -2.59 0.54 6.97
H -2.69 1.92 5.94
H -0.20 1.97 9.11
H -1.15 0.56 8.80
C 2.29 -0.45 6.66
O 2.94 0.33 7.34
N 2.85 -1.53 6.05
N 0.95 -0.30 6.46
H 2.33 -2.18 5.49
H 3.83 -1.67 6.18
H 0.50 0.48 6.90
H 0.40 -0.93 5.91
C -0.77 -1.08 -7.95
O 0.14 -0.69 -7.24
N -0.90 -2.38 -8.33
N -1.74 -0.26 -8.42
H -1.64 -2.73 -8.91
H -0.20 -3.02 -8.00
H -1.68 0.71 -8.15
H -2.50 -0.56 -9.00
C 0.50 -6.01 0.95
O 0.61 -6.99 1.67
N 0.22 -6.11 -0.38
N 0.65 -4.74 1.41
H 0.12 -5.32 -0.99
H 0.10 -7.03 -0.75
H 0.86 -4.63 2.38
H 0.56 -3.92 0.83
C -0.68 -1.74 10.96
O -1.33 -1.89 9.93
N 0.67 -1.69 10.97
N -1.27 -1.63 12.18
H 1.22 -1.57 11.80
H 1.14 -1.77 10.08
H -2.27 -1.67 12.21
H -0.76 -1.51 13.03
C 0.46 -5.50 9.36
O 1.35 -5.11 10.10
N 0.37 -6.80 8.95
N -0.52 -4.68 8.89
H -0.35 -7.14 8.35
H 1.08 -7.43 9.28
H -0.48 -3.71 9.18
H -1.26 -4.98 8.29
C -3.62 -1.69 -5.24
O -4.28 -1.85 -6.26
N -2.27 -1.64 -5.24
N -4.19 -1.55 -4.01
H -1.71 -1.51 -4.41
H -1.81 -1.74 -6.13
H -5.20 -1.58 -3.97
H -3.68 -1.41 -3.17

***

[4]
79
Properties=species:S:1:pos:R:3 method="wB97M-V/def2-TZVPD" max_force_ev_per_a=0.6 s2=0.7714 spin_multiplicity=2 de_lowest_ev=0.363 gap_ha="0.2285 / 0.2857"
Hg 0.61 -0.90 0.07
Cl 1.34 -0.16 3.19
C 1.15 1.54 2.98
C 1.97 2.40 3.69
C 1.79 3.77 3.58
C 0.79 4.27 2.77
C -0.02 3.41 2.05
C 0.15 2.02 2.13
P -0.83 0.88 1.09
C -1.75 2.01 0.00
C -1.11 2.53 -1.11
C -1.76 3.41 -1.96
C -3.08 3.77 -1.70
C -3.74 3.23 -0.60
C -3.08 2.36 0.25
C -2.08 0.11 2.14
C -2.89 -0.85 1.54
C -3.86 -1.49 2.29
C -4.00 -1.21 3.64
C -3.18 -0.26 4.24
C -2.22 0.41 3.49
H 2.74 1.98 4.33
H 2.43 4.43 4.14
H 0.64 5.34 2.69
H -0.80 3.82 1.42
H -0.08 2.24 -1.33
H -1.25 3.81 -2.83
H -3.60 4.44 -2.37
H -4.77 3.50 -0.40
H -3.60 1.95 1.11
H -2.76 -1.11 0.50
H -4.49 -2.25 1.82
H -4.73 -1.74 4.24
H -3.27 -0.06 5.30
H -1.58 1.14 3.96
C -2.28 -0.87 -4.98
C -2.24 -0.19 -3.77
C -1.35 -0.57 -2.78
C -0.47 -1.64 -2.97
C -0.52 -2.33 -4.19
C -1.41 -1.94 -5.17
N 0.41 -1.97 -1.94
N 1.13 -3.04 -2.15
C 2.02 -3.34 -1.15
C 2.72 -4.56 -1.24
C 3.60 -4.91 -0.25
C 3.80 -4.04 0.83
C 3.10 -2.86 0.85
N 2.24 -2.51 -0.12
H -2.97 -0.57 -5.75
H -2.91 0.64 -3.58
H -1.34 -0.05 -1.83
H 0.14 -3.17 -4.34
H -1.44 -2.48 -6.11
H 2.52 -5.21 -2.09
H 4.13 -5.85 -0.29
H 4.48 -4.28 1.64
H 3.21 -2.14 1.66
O -0.26 -2.28 1.81
N -0.41 -3.50 1.42
C -0.93 -4.31 2.31
C -1.13 -5.68 1.94
N -1.29 -6.78 1.66
C -1.28 -3.87 3.63
N -1.56 -3.52 4.69
C 2.32 3.58 -0.92
As 2.78 1.75 -1.30
C 1.93 1.20 -2.94
C 4.67 1.70 -1.62
O 2.38 0.76 -0.04
H 2.26 4.16 -1.84
H 3.09 4.00 -0.27
H 1.37 3.61 -0.40
H 1.99 1.99 -3.69
H 0.88 0.95 -2.76
H 2.44 0.31 -3.30
H 4.95 2.39 -2.42
H 4.95 0.69 -1.88
H 5.18 1.99 -0.69

***

[5]
63
Properties=species:S:1:pos:R:3 method="wB97M-V/def2-TZVPD" max_force_ev_per_a=0.4 charge=-2 s2=6.0110 spin_multiplicity=5 de_lowest_ev=0.596 gap_ha="0.2334 / 0.2043"
Fe -0.11 -0.16 -0.08
O 0.73 4.21 1.17
C 0.05 3.05 1.01
O 0.07 2.17 1.81
C -0.74 3.03 -0.26
C -1.04 4.19 -0.95
C -1.80 4.08 -2.11
C -2.20 2.83 -2.53
C -1.81 1.71 -1.79
N -1.11 1.81 -0.67
C -2.14 0.30 -2.29
O -2.92 0.22 -3.24
O -1.55 -0.62 -1.66
H 1.39 4.01 1.85
H -0.69 5.14 -0.59
H -2.07 4.96 -2.68
H -2.79 2.65 -3.42
N -2.90 -6.56 0.36
C -2.98 -5.22 0.81
C -2.79 -4.91 2.15
C -2.77 -3.60 2.58
C -2.98 -2.58 1.66
C -3.21 -2.87 0.32
C -3.23 -4.19 -0.09
S -2.71 -0.90 2.14
O -2.96 -0.80 3.56
O -3.50 -0.08 1.26
N -1.18 -0.66 1.75
C -0.09 -0.99 2.48
N 1.03 -0.58 1.83
C 2.20 -0.77 2.41
C 2.30 -1.38 3.65
C 1.10 -1.80 4.21
N -0.09 -1.62 3.66
H -2.22 -7.07 0.90
H -2.60 -6.58 -0.61
H -2.59 -5.72 2.86
H -2.57 -3.34 3.61
H -3.32 -2.07 -0.40
H -3.36 -4.41 -1.15
H 3.06 -0.42 1.85
H 3.25 -1.55 4.14
H 1.11 -2.32 5.17
O 2.85 2.41 0.20
C 2.54 1.68 -0.76
O 1.53 0.96 -0.91
C 3.49 1.68 -1.96
C 4.63 2.48 -1.95
C 5.50 2.49 -3.03
C 5.21 1.67 -4.11
C 4.09 0.86 -4.15
C 3.23 0.87 -3.06
N 6.12 1.68 -5.26
O 7.11 2.39 -5.21
O 5.85 0.99 -6.22
H 4.80 3.10 -1.08
H 6.39 3.11 -3.04
H 3.90 0.24 -5.01
H 2.35 0.24 -3.03
O 0.04 -3.97 -0.21
C 0.52 -3.13 -0.96
O 0.73 -1.89 -0.75
H 0.84 -3.46 -1.98

***

[6]
31
Properties=species:S:1:pos:R:3 method="wB97M-V/def2-TZVPD" max_force_ev_per_a=14.2 spin_multiplicity=1 de_lowest_ev=9.993 gap_ha=0.2955
C 5.16 0.79 -0.38
C 4.78 -0.05 0.72
H 5.60 -0.57 1.07
H 4.33 0.58 1.51
O 3.64 -1.14 0.21
C 2.29 -0.65 0.22
C 1.77 0.60 0.52
C 0.51 1.02 0.02
C -0.41 0.04 -0.38
C 0.17 -1.33 -0.48
C 1.39 -1.37 -0.22
H 1.73 -2.47 -0.46
H -0.51 -2.27 -0.86
C -1.73 0.48 -0.47
O -2.23 1.42 -0.18
C -2.73 -0.60 -1.11
H -2.11 -1.36 -1.89
H -3.52 -0.10 -1.65
S -3.25 -1.58 -0.02
C -4.27 -0.47 1.24
H -4.77 -1.15 1.78
H -3.63 0.24 1.76
C -5.31 0.38 0.41
O -6.50 -0.08 0.44
O -4.90 1.56 -0.46
H -3.84 1.59 -0.12
H 0.16 1.82 0.29
H 2.55 1.69 0.65
H 5.83 1.41 -0.04
H 5.51 0.09 -1.18
H 4.31 1.50 -0.93